(1)
ORCA calculation (ωB97M-V/def2-TZVPD) on a single C24H33N3O3 molecule.

The geometry in XYZ format:
```
63
C24H33N3O3 | the OMol25 dataset | ωB97M-V/def2-TZVPD
C -1.259 -0.205 -5.222
C -1.477 -0.155 -3.921
C -2.659 0.501 -3.285
H -3.365 0.828 -4.049
H -3.151 -0.221 -2.631
C -2.268 1.727 -2.431
N -1.221 1.377 -1.466
C -1.375 0.389 -0.563
O -2.419 -0.227 -0.427
C -0.149 0.103 0.296
H -0.007 0.940 0.988
H 0.729 0.028 -0.342
C -0.355 -1.151 1.141
N 0.178 -2.384 0.581
C -0.300 -3.492 1.372
C 0.084 -3.419 2.863
N 0.147 -2.051 3.331
C 0.063 -0.930 2.592
O 0.250 0.172 3.080
H 0.439 -1.920 4.291
H -0.655 -3.966 3.459
H 1.064 -3.885 3.026
H 0.083 -4.424 0.950
H -1.391 -3.501 1.279
C 1.587 -2.447 0.216
C 2.593 -2.352 1.339
C 2.886 -1.119 1.908
C 3.748 -1.027 2.995
C 4.362 -2.185 3.478
C 4.104 -3.403 2.886
C 3.214 -3.494 1.827
H 3.009 -4.454 1.374
H 4.591 -4.292 3.258
H 5.039 -2.098 4.313
O 4.056 0.126 3.641
C 3.358 1.301 3.285
H 2.275 1.157 3.346
H 3.632 1.636 2.279
H 3.667 2.054 4.008
H 2.431 -0.231 1.500
H 1.778 -1.652 -0.510
H 1.718 -3.400 -0.306
H -1.449 -1.300 1.173
C -0.024 2.169 -1.647
C -0.497 3.386 -2.436
C -1.620 2.819 -3.297
H -1.207 2.370 -4.201
H -2.342 3.581 -3.581
H -0.889 4.143 -1.757
H 0.303 3.826 -3.028
H 0.724 1.606 -2.222
H 0.412 2.452 -0.687
C -3.525 2.247 -1.701
C -3.250 3.430 -0.833
C -3.774 4.628 -1.017
H -3.561 5.455 -0.360
H -4.453 4.832 -1.829
H -2.582 3.248 -0.001
H -4.282 2.496 -2.447
H -3.902 1.434 -1.077
H -0.778 -0.613 -3.233
H -0.396 -0.696 -5.640
H -1.945 0.232 -5.930
```

Values from the calculation:
SMILES: C=CCC1(CC=C)CCCN1C(=O)C[C@@H]1C(=O)NCCN1Cc1cccc(OC)c1
ΔE to the lowest compared entry with this formula, charge and spin, kcal/mol: 66.87
Multiplicity: 1
Orbital gap, Ha: 0.3289
Highest occupied orbital energy, eV: -8.3

=====

(2)
ORCA calculation (ωB97M-V/def2-TZVPD) on a single C24H33N3O4 molecule.

The geometry in XYZ format:
```
64
C24H33N3O4 | the OMol25 dataset | ωB97M-V/def2-TZVPD
C -2.627 -7.584 -0.665
H -3.136 -8.255 0.025
O -2.355 -6.418 0.071
C -1.692 -5.401 -0.551
C -1.289 -5.401 -1.875
C -0.628 -4.304 -2.410
C -0.366 -3.204 -1.623
C -0.760 -3.188 -0.292
C -1.419 -4.275 0.257
O -1.838 -4.379 1.553
C -1.735 -3.254 2.396
C -2.827 -2.214 2.098
O -4.074 -2.633 2.603
H -4.209 -3.548 2.328
C -2.479 -0.873 2.752
N -1.263 -0.317 2.183
C -0.519 0.507 3.121
C 0.816 0.903 2.483
N 0.662 1.631 1.237
C 0.244 3.014 1.382
C 0.677 3.862 0.181
O 0.140 4.916 -0.086
N 1.717 3.317 -0.484
C 2.436 3.879 -1.562
C 3.822 4.012 -1.425
C 4.550 4.554 -2.471
C 3.918 4.964 -3.632
C 2.551 4.814 -3.760
C 1.789 4.261 -2.739
C 0.317 4.065 -2.915
H 0.029 3.054 -2.624
H 0.029 4.231 -3.949
H -0.230 4.760 -2.278
H 2.061 5.122 -4.672
H 4.494 5.394 -4.437
H 5.620 4.666 -2.371
C 4.497 3.580 -0.157
H 4.445 2.496 -0.039
H 5.545 3.870 -0.168
H 4.018 4.037 0.707
H 2.103 2.487 -0.048
H -0.837 3.153 1.512
H 0.735 3.443 2.260
C -0.184 0.865 0.335
C -1.514 0.440 0.966
H -2.057 -0.189 0.259
H -2.135 1.330 1.172
H -0.374 1.458 -0.561
H 0.375 -0.031 0.050
H 1.402 1.505 3.181
H 1.375 -0.010 2.255
H -0.328 -0.077 4.024
H -1.081 1.414 3.408
H -2.327 -1.054 3.818
H -3.342 -0.199 2.646
H -2.899 -2.087 1.006
H -0.748 -2.785 2.335
H -1.882 -3.643 3.407
H -0.551 -2.318 0.310
H 0.145 -2.347 -2.035
H -0.325 -4.321 -3.446
H -1.488 -6.252 -2.506
H -3.283 -7.380 -1.519
H -1.708 -8.061 -1.020
```

Values from the calculation:
SMILES: COc1ccccc1OC[C@@H](O)CN1CCN(CC(=O)Nc2c(C)cccc2C)CC1
ΔE to the lowest compared entry with this formula, charge and spin, kcal/mol: 45.12
Multiplicity: 1
Orbital gap, Ha: 0.3228
Highest occupied orbital energy, eV: -8.2